# 1
DFT (wB97M-V/def2-TZVPD) results for C13H18N2O4 in the gas phase at a distorted geometry.

Values from the calculation:
Electronic energy (Ha): -916.614815
Energy relative to the best compared isomer or geometry (same formula, charge and spin) (kcal per mole): 57.5
LUMO level (Ha): 0.014
Molar mass (g/mol): 266.297
SMILES: C[C@@H](O)[C@H](NC(=O)[C@@H](N)Cc1ccccc1)C(=O)O
Highest occupied orbital energy (eV): -9.08

Cartesian coordinates (Å):
C (3.218, -2.719, -1.722)
C (2.021, -1.884, -1.817)
O (1.622, -1.867, -3.189)
C (0.734, -2.289, -0.984)
N (-0.335, -1.340, -1.289)
C (-0.343, -0.065, -0.954)
O (0.669, 0.475, -0.578)
C (-1.833, 0.460, -0.888)
N (-2.828, -0.485, -1.303)
C (-2.216, 0.764, 0.575)
C (-1.241, 1.696, 1.325)
C (-1.497, 3.053, 1.175)
C (-0.793, 3.959, 2.000)
C (0.246, 3.493, 2.870)
C (0.501, 2.126, 2.920)
C (-0.263, 1.255, 2.203)
C (0.944, -2.338, 0.542)
O (0.618, -3.115, 1.379)
O (1.728, -1.278, 0.941)
H (3.966, -2.455, -2.493)
H (3.920, -2.439, -0.932)
H (3.051, -3.747, -1.678)
H (2.343, -0.908, -1.388)
H (0.797, -1.374, -3.238)
H (0.328, -3.199, -1.325)
H (-1.265, -1.713, -1.511)
H (-1.904, 1.383, -1.552)
H (-3.563, -0.520, -0.598)
H (-3.455, -0.194, -2.090)
H (-2.190, -0.133, 1.148)
H (-3.226, 1.199, 0.582)
H (-2.207, 3.442, 0.366)
H (-0.927, 5.004, 1.779)
H (0.729, 4.256, 3.481)
H (1.511, 1.795, 3.270)
H (-0.247, 0.168, 2.409)
H (1.386, -0.466, 0.567)

Atom charges from the Mulliken analysis, given in e for atoms 1 to 4:
1. C -1.619
2. C 0.781
3. O -0.599
4. C -0.355

# 2
DFT (wB97M-V/def2-TZVPD) results for C5H13NO in the gas phase at a distorted geometry.

Values from the calculation:
Electronic energy (Ha): -328.235964
Energy relative to the best compared isomer or geometry (same formula, charge and spin) (kcal per mole): 52.0
LUMO level (Ha): 0.033
Molar mass (g/mol): 103.165
SMILES: CN[C@H](C)[C@@H](C)O
Highest occupied orbital energy (eV): -9.09

Cartesian coordinates (Å):
C (-0.287, -0.187, 2.339)
N (-0.606, -0.109, 0.839)
C (0.444, -0.309, -0.173)
C (1.808, -0.190, 0.348)
C (0.093, 0.494, -1.430)
C (-1.242, -0.064, -1.953)
O (-0.130, 1.878, -1.051)
H (-1.318, -0.017, 2.743)
H (0.123, -1.106, 2.767)
H (0.347, 0.687, 2.519)
H (-1.316, -0.790, 0.776)
H (0.378, -1.361, -0.559)
H (2.114, 0.783, 0.337)
H (2.497, -0.825, -0.121)
H (1.752, -0.820, 1.298)
H (0.704, 0.567, -2.300)
H (-1.283, -1.107, -2.026)
H (-2.074, 0.213, -1.241)
H (-1.498, 0.270, -2.985)
H (-0.505, 1.994, -0.127)

Atom charges from the Mulliken analysis, given in e for atoms 1 to 4:
1. C -1.111
2. N -0.389
3. C 0.472
4. C -1.516

# 3
DFT (wB97M-V/def2-TZVPD) results for C7H12 in the gas phase.

Values from the calculation:
Electronic energy (Ha): -273.861841
Energy relative to the best compared isomer or geometry (same formula, charge and spin) (kcal per mole): 29.3
LUMO level (Ha): 0.043
Molar mass (g/mol): 96.173
SMILES: CC1CC2(CC2)C1
Highest occupied orbital energy (eV): -9.76

Cartesian coordinates (Å):
C (1.083, -1.601, -1.635)
C (1.082, -0.605, -0.488)
C (0.383, 0.758, -0.756)
C (-0.446, 0.542, 0.512)
C (-0.661, 1.560, 1.587)
C (-1.836, 0.962, 0.859)
C (0.088, -0.879, 0.671)
H (1.741, -1.274, -2.449)
H (0.072, -1.712, -2.047)
H (1.420, -2.591, -1.306)
H (2.100, -0.465, -0.108)
H (1.039, 1.636, -0.740)
H (-0.197, 0.770, -1.686)
H (-0.396, 2.586, 1.337)
H (-0.490, 1.294, 2.627)
H (-2.417, 1.581, 0.181)
H (-2.416, 0.215, 1.397)
H (-0.665, -1.631, 0.401)
H (0.515, -1.145, 1.643)

Atom charges from the Mulliken analysis, given in e for atoms 1 to 4:
1. C -1.584
2. C 0.630
3. C -0.992
4. C 0.948

# 4
DFT (wB97M-V/def2-TZVPD) results for C6H12O in the gas phase.

Values from the calculation:
Electronic energy (Ha): -311.017497
Energy relative to the best compared isomer or geometry (same formula, charge and spin) (kcal per mole): 26.2
LUMO level (Ha): 0.041
Molar mass (g/mol): 100.161
SMILES: CC(C)[C@H]1O[C@H]1C
Highest occupied orbital energy (eV): -10.00

Cartesian coordinates (Å):
C (1.505, 1.208, -1.139)
C (0.748, 0.224, -0.242)
C (1.509, -0.028, 1.060)
C (-0.644, 0.780, -0.018)
O (-1.608, 0.453, -1.016)
C (-1.850, 0.012, 0.316)
C (-1.900, -1.471, 0.580)
H (2.489, 0.820, -1.425)
H (0.938, 1.421, -2.052)
H (1.661, 2.158, -0.611)
H (0.635, -0.726, -0.781)
H (1.597, 0.890, 1.653)
H (2.526, -0.376, 0.841)
H (1.020, -0.787, 1.681)
H (-0.652, 1.839, 0.264)
H (-2.656, 0.571, 0.798)
H (-0.952, -1.972, 0.362)
H (-2.682, -1.934, -0.031)
H (-2.150, -1.648, 1.633)

Atom charges from the Mulliken analysis, given in e for atoms 1 to 4:
1. C -1.630
2. C 0.627
3. C -1.391
4. C -0.210

# 5
DFT (wB97M-V/def2-TZVPD) results for 2 unconnected molecules or ions with the total composition CHCl2O2S at a distorted geometry.

Values from the calculation:
Charge: -1
Electronic energy (Ha): -1507.755966
Energy relative to the best compared isomer or geometry (same formula, charge and spin) (kcal per mole): 33.3
LUMO level (spin up / spin down) (Ha): 0.130 / 0.130
Molar mass (g/mol): 147.990
Highest occupied orbital energy (spin up / spin down) (eV): -3.14 / -3.14

Cartesian coordinates (Å):
C (1.227, 0.048, 0.109)
O (-2.401, -0.536, 1.193)
O (-2.059, -0.943, -1.216)
S (-1.785, -0.116, -0.059)
Cl (1.350, 1.622, 1.030)
Cl (1.695, 0.387, -1.568)
H (1.973, -0.463, 0.511)

Atom charges from the Mulliken analysis, given in e for atoms 1 to 4:
1. C -0.407
2. O -0.466
3. O -0.438
4. S 0.694

# 6
DFT (wB97M-V/def2-TZVPD) results for 2 unconnected molecules or ions with the total composition C4H13NS at a distorted geometry.

Values from the calculation:
Electronic energy (Ha): -613.061442
Energy relative to the best compared isomer or geometry (same formula, charge and spin) (kcal per mole): 42.4
LUMO level (Ha): 0.030
Molar mass (g/mol): 107.222
SMILES: CCN.CSC
Highest occupied orbital energy (eV): -8.54

Cartesian coordinates (Å):
C (2.098, 0.844, 1.764)
C (1.026, 1.793, 1.263)
N (-0.313, 1.272, 1.787)
H (1.837, 0.575, 2.892)
H (2.331, -0.113, 1.176)
H (3.070, 1.309, 1.847)
H (1.108, 2.879, 1.505)
H (1.087, 1.694, 0.209)
H (-0.267, 0.392, 2.213)
H (-1.109, 1.416, 1.169)
C (-1.226, -2.330, -0.761)
S (-1.710, -2.061, -2.580)
C (-1.177, -0.371, -2.827)
H (-1.554, -3.426, -0.572)
H (-1.787, -1.630, 0.089)
H (-0.120, -2.084, -0.704)
H (-2.055, 0.145, -3.197)
H (-1.111, 0.114, -1.865)
H (-0.126, -0.417, -3.408)

Atom charges from the Mulliken analysis, given in e for atoms 1 to 4:
1. C -1.115
2. C 0.011
3. N -0.604
4. H 0.274

# 7
DFT (wB97M-V/def2-TZVPD) results for a molecular structure, C31H52ClN5Pt at a distorted geometry.

Values from the calculation:
<S²>: 6.015
Charge: -2
Electronic energy (Ha): -2065.457962
Spin multiplicity: 5
LUMO level (spin up / spin down) (Ha): 0.146 / 0.080
Molar mass (g/mol): 725.323
Highest occupied orbital energy (spin up / spin down) (eV): 2.22 / -2.99

Cartesian coordinates (Å):
Pt (0.243, -0.606, -0.372)
Cl (-0.908, -2.480, -1.473)
C (0.191, 2.081, 2.751)
C (0.290, 0.434, 1.234)
N (-0.068, 1.739, 1.442)
H (0.969, 0.842, 4.395)
N (0.774, -0.012, 2.420)
H (0.053, 3.097, 3.104)
C (-0.811, 2.514, 0.424)
C (-1.188, 3.886, 0.954)
C (0.042, 2.662, -0.820)
H (-0.311, 4.490, 1.184)
H (-1.728, 4.441, 0.177)
H (-1.838, 3.864, 1.832)
H (-2.596, 2.310, -0.753)
H (-2.755, 1.673, 0.897)
H (0.227, 1.694, -1.336)
C (-2.074, 1.762, 0.045)
H (0.986, 3.175, -0.585)
H (-0.542, 3.276, -1.522)
H (-1.865, 0.745, -0.333)
C (0.669, 0.977, 3.373)
C (2.362, -1.693, 1.685)
H (2.926, -0.759, 1.466)
H (3.100, -2.351, 2.171)
C (1.175, -1.440, 2.616)
H (0.361, -3.350, 2.012)
C (1.643, -1.703, 4.043)
H (0.839, -1.709, 4.793)
H (2.028, -2.185, 0.754)
H (-0.472, -1.997, 1.254)
H (2.429, -1.002, 4.358)
H (2.129, -2.692, 4.062)
C (0.007, -2.326, 2.213)
H (-0.766, -2.332, 2.994)
C (-2.318, -4.621, -5.456)
N (-1.713, -3.531, -4.835)
H (-2.347, -6.716, -4.895)
N (-1.209, -5.274, -3.673)
H (-2.945, -4.577, -6.324)
C (-2.146, -2.148, -5.141)
C (-2.550, -2.064, -6.603)
C (-3.320, -1.797, -4.225)
H (-3.450, -2.631, -6.861)
H (-2.775, -1.026, -6.873)
H (-1.737, -2.375, -7.270)
H (-1.278, -0.210, -5.277)
H (-0.105, -1.553, -5.433)
H (-2.946, -1.715, -3.194)
C (-0.991, -1.204, -4.894)
H (-4.118, -2.557, -4.267)
H (-3.762, -0.837, -4.534)
H (-0.769, -1.148, -3.827)
C (-2.007, -5.706, -4.728)
C (-2.214, -6.026, -1.568)
H (-3.157, -6.303, -2.066)
H (-2.081, -6.702, -0.710)
C (-1.001, -6.161, -2.498)
H (0.325, -6.282, -0.853)
C (-0.841, -7.605, -2.966)
H (-0.043, -7.708, -3.708)
H (-2.268, -4.994, -1.193)
H (0.156, -4.638, -1.544)
H (-1.757, -8.048, -3.368)
H (-0.552, -8.245, -2.125)
C (0.242, -5.699, -1.778)
H (1.125, -5.890, -2.391)
C (-1.020, -3.923, -3.735)
C (4.231, 2.275, 2.071)
N (4.045, 1.166, 1.160)
C (5.252, 0.373, 1.019)
C (3.303, 1.514, -0.052)
C (3.252, 0.398, -1.050)
C (4.305, 0.337, -1.984)
C (4.588, -0.850, -2.670)
C (3.799, -1.970, -2.400)
C (2.617, -1.820, -1.670)
C (2.254, -0.598, -1.098)
H (4.901, 1.948, 2.876)
H (3.266, 2.565, 2.501)
H (4.676, 3.161, 1.577)
H (5.060, -0.602, 0.565)
H (6.037, 0.853, 0.418)
H (5.653, 0.234, 2.030)
H (2.293, 1.769, 0.289)
H (3.739, 2.419, -0.527)
H (4.936, 1.220, -2.111)
H (5.405, -0.880, -3.394)
H (4.067, -2.936, -2.831)
H (1.923, -2.651, -1.577)

Atom charges from the Mulliken analysis, given in e for atoms 1 to 4:
1. Pt -1.446
2. Cl -0.612
3. C 0.388
4. C 0.520

# 8
DFT (wB97M-V/def2-TZVPD) results for C4H4O3 in the gas phase at a distorted geometry.

Values from the calculation:
Electronic energy (Ha): -380.388792
Energy relative to the best compared isomer or geometry (same formula, charge and spin) (kcal per mole): 99.3
LUMO level (spin up / spin down) (Ha): -0.002 / -0.037
Molar mass (g/mol): 100.073
Highest occupied orbital energy (spin up / spin down) (eV): -8.80 / -8.39

Cartesian coordinates (Å):
O (-0.376, 1.526, -1.591)
C (-0.678, 0.765, -0.713)
O (-1.934, 0.549, -0.150)
C (-1.384, -0.299, 0.899)
C (-0.065, -0.145, 0.218)
C (1.998, -0.329, -0.407)
O (1.215, -0.158, 0.613)
H (-1.827, -1.298, 0.854)
H (-1.535, 0.151, 1.884)
H (2.991, 0.093, -0.343)
H (1.596, -0.856, -1.264)

Atom charges from the Mulliken analysis, given in e for atoms 1 to 4:
1. O -0.564
2. C 0.611
3. O -0.349
4. C -0.288